# CClN3O2

A 2-piece molecular cluster, CClN3O2 overall (ωB97M-V/def2-TZVPD, the OMol25 dataset).

Geometry (Å):
C1 -0.78652 -0.04457 -1.06932
N1 -1.43179 0.24321 -1.98162
N2 -0.10132 -0.39489 -0.06248
N3 0.58914 0.23852 1.01986
O1 0.19844 1.35627 1.19108
O2 1.34102 -0.39675 1.68314
Cl1 1.04178 -2.55300 -0.55801

Values from the calculation:
* energy relative to the best compared isomer or geometry (same formula, charge and spin): 2.665 eV
* frontier orbital gap (spin up / spin down): 6.664 / 6.666 eV
* 2S+1: 1
* calculated total energy: -22116.1000 eV
* charge: 0
* F_max: 5.208 eV Å⁻¹